ORCA calculation (the ωB97M-V functional and the def2-TZVPD basis) on a molecular structure, C18H14Br2NO4PS at a distorted geometry.

Its total charge is 0. The HOMO energy comes out at -0.339 hartree. The molar mass is 531.16 g/mol.

CARTESIAN COORDINATES (ANGSTROEM)
C (4.92, -1.95, 0.45)
C (5.52, -0.89, -0.51)
Br (7.46, -0.64, -0.43)
C (4.79, -0.15, -1.40)
Br (5.75, 1.11, -2.52)
C (3.29, -0.42, -1.46)
C (2.84, -1.74, -1.90)
C (1.44, -2.07, -1.98)
C (0.41, -1.11, -1.63)
P (-1.36, -1.66, -1.72)
O (-2.01, -1.38, -3.23)
O (-1.31, -3.34, -1.60)
S (-2.47, -1.04, -0.26)
C (0.82, 0.22, -1.22)
C (2.25, 0.55, -1.13)
C (2.60, 1.99, -0.64)
O (3.54, 2.64, -1.02)
C (1.59, 2.59, 0.39)
C (0.27, 2.28, 0.31)
C (-0.20, 1.36, -0.86)
O (-1.22, 1.54, -1.44)
H (4.46, -2.81, -0.12)
H (4.10, -1.55, 1.10)
H (5.70, -2.41, 1.11)
H (3.59, -2.51, -2.18)
H (1.14, -3.09, -2.29)
H (-2.16, -2.26, -3.63)
H (-0.85, -3.49, -0.75)
H (1.98, 3.24, 1.20)
H (-0.46, 2.68, 1.05)
N (-5.81, 1.32, 4.03)
C (-5.17, 0.24, 3.57)
C (-4.57, 0.17, 2.32)
C (-4.63, 1.29, 1.50)
C (-5.29, 2.42, 1.96)
C (-5.86, 2.38, 3.23)
H (-5.15, -0.61, 4.24)
H (-4.06, -0.73, 2.00)
H (-4.18, 1.28, 0.52)
H (-5.36, 3.31, 1.35)
H (-6.38, 3.24, 3.63)

ORCA calculation (the ωB97M-V functional and the def2-TZVPD basis) on a molecular structure, C4H8O at a distorted geometry.

Its energy above the lowest of the compared OMol25 structures with the same formula, charge and spin is 142.7 kcal per mole. Its total charge is 0. The HOMO energy (alpha / beta) comes out at -0.313 / -0.322 hartree. The molar mass is 72.11 g/mol.

CARTESIAN COORDINATES (ANGSTROEM)
C (0.75, 1.01, 0.11)
C (-0.57, -0.43, -0.33)
C (1.39, 1.43, -1.21)
C (-1.34, -1.04, 0.78)
O (-0.88, -2.31, 1.27)
H (0.60, 1.75, 0.85)
H (-0.22, -1.19, -1.12)
H (1.87, 2.47, -1.05)
H (2.16, 0.68, -1.47)
H (0.59, 1.48, -1.88)
H (-2.39, -1.31, 0.45)
H (-1.61, -0.20, 1.55)
H (-0.36, -2.34, 2.07)

ORCA calculation (the ωB97M-V functional and the def2-TZVPD basis) on a molecular structure, C5H10N2O.

Its energy above the lowest of the compared OMol25 structures with the same formula, charge and spin is 109.1 kcal per mole. Its total charge is 0. The HOMO energy (alpha / beta) comes out at -0.294 / -0.294 hartree. The molar mass is 114.15 g/mol.

CARTESIAN COORDINATES (ANGSTROEM)
C (0.80, 0.07, 0.35)
C (1.33, 0.84, 1.50)
C (1.24, 0.43, -1.03)
C (-1.55, -0.70, -1.32)
C (-1.17, -0.39, 0.10)
N (0.24, -1.16, 0.61)
N (-1.89, 0.06, 1.03)
O (0.29, -1.64, 1.76)
H (-2.86, 0.20, 0.77)
H (1.48, 1.89, 1.25)
H (2.29, 0.41, 1.82)
H (0.65, 0.74, 2.35)
H (1.06, -0.35, -1.76)
H (2.32, 0.62, -1.02)
H (0.76, 1.36, -1.36)
H (-0.94, -1.50, -1.74)
H (-1.46, 0.18, -1.96)
H (-2.59, -1.04, -1.34)

ORCA calculation (the ωB97M-V functional and the def2-TZVPD basis) on 12 unconnected molecules or ions with the total composition C36H75F6N7O14S2 at a distorted geometry.

Its energy above the lowest of the compared OMol25 structures with the same formula, charge and spin is 48.1 kcal per mole. Its total charge is 0. The HOMO energy comes out at -0.331 hartree. The molar mass is 1008.15 g/mol.

CARTESIAN COORDINATES (ANGSTROEM)
C (0.36, -1.52, 1.23)
N (-0.98, -0.72, 1.07)
C (-1.80, -1.38, -0.06)
C (-1.93, -0.73, 2.30)
C (-0.51, 0.72, 0.65)
C (0.55, 1.42, 1.60)
O (0.05, 1.70, 2.94)
H (0.77, -1.08, 2.14)
H (1.07, -1.36, 0.41)
H (0.11, -2.54, 1.49)
H (-2.75, -0.94, -0.37)
H (-1.99, -2.39, 0.29)
H (-1.19, -1.42, -0.96)
H (-2.82, -0.13, 2.12)
H (-1.47, -0.25, 3.17)
H (-2.13, -1.76, 2.58)
H (-1.37, 1.38, 0.51)
H (-0.03, 0.57, -0.32)
H (0.91, 2.32, 1.11)
H (1.47, 0.84, 1.61)
H (0.73, 2.17, 3.44)
C (3.61, 0.30, 4.20)
F (2.43, -0.21, 3.76)
F (3.81, 0.04, 5.47)
F (4.60, -0.31, 3.48)
S (3.64, 2.24, 3.70)
O (4.68, 2.96, 4.44)
O (3.86, 2.21, 2.28)
N (2.02, 2.71, 4.17)
S (2.19, 3.22, 5.59)
O (2.55, 2.19, 6.58)
O (2.85, 4.54, 5.74)
C (0.32, 3.74, 5.95)
F (-0.43, 2.67, 5.83)
F (0.17, 4.22, 7.20)
F (0.03, 4.68, 5.01)
C (1.70, 5.28, 1.68)
O (2.72, 5.93, 1.46)
N (0.59, 5.48, 0.89)
C (-0.66, 4.75, 1.22)
C (0.57, 6.40, -0.18)
H (1.59, 4.49, 2.44)
H (-1.51, 5.28, 1.65)
H (-0.44, 3.88, 1.84)
H (-1.01, 4.34, 0.27)
H (1.49, 6.98, -0.21)
H (0.49, 5.86, -1.13)
H (-0.23, 7.13, -0.03)
C (2.34, 1.55, -5.10)
O (2.45, 2.31, -6.04)
N (1.32, 0.74, -4.94)
C (1.25, -0.14, -3.78)
C (0.17, 0.70, -5.81)
H (3.07, 1.40, -4.29)
H (2.08, -0.05, -3.08)
H (1.16, -1.16, -4.14)
H (0.37, 0.04, -3.15)
H (0.30, 1.43, -6.61)
H (0.06, -0.33, -6.14)
H (-0.77, 0.93, -5.30)
C (0.13, -6.15, -0.07)
O (-0.26, -5.27, 0.69)
N (0.72, -5.94, -1.27)
C (1.24, -7.05, -2.03)
C (0.93, -4.53, -1.83)
H (-0.01, -7.23, 0.15)
H (2.32, -6.92, -2.11)
H (0.79, -7.04, -3.03)
H (0.97, -8.00, -1.57)
H (0.51, -4.58, -2.83)
H (0.29, -3.78, -1.35)
H (1.97, -4.21, -1.85)
C (2.99, 2.43, -1.02)
O (2.17, 1.64, -1.42)
N (3.20, 3.67, -1.48)
C (4.22, 4.55, -0.98)
C (2.30, 4.20, -2.48)
H (3.73, 2.18, -0.25)
H (3.81, 5.52, -0.70)
H (5.10, 4.70, -1.60)
H (4.67, 4.16, -0.07)
H (1.80, 5.09, -2.10)
H (2.86, 4.48, -3.38)
H (1.51, 3.52, -2.79)
C (-3.90, -5.02, 0.19)
C (-3.64, -5.13, -1.33)
O (-3.35, -4.14, -1.97)
C (-3.84, -6.47, -2.00)
H (-3.91, -3.99, 0.55)
H (-3.14, -5.57, 0.74)
H (-4.85, -5.50, 0.41)
H (-4.90, -6.54, -2.25)
H (-3.54, -7.31, -1.37)
H (-3.20, -6.55, -2.88)
C (-3.45, 3.10, 2.73)
C (-4.37, 2.20, 1.89)
O (-4.00, 1.62, 0.87)
C (-5.81, 2.11, 2.25)
H (-2.77, 2.61, 3.42)
H (-4.06, 3.85, 3.23)
H (-2.88, 3.73, 2.04)
H (-5.98, 1.91, 3.31)
H (-6.28, 1.32, 1.67)
H (-6.32, 3.02, 1.94)
C (-4.31, -3.04, -4.77)
C (-3.06, -2.21, -5.18)
O (-3.20, -1.34, -6.08)
C (-1.75, -2.34, -4.45)
H (-4.03, -4.08, -4.59)
H (-5.09, -2.94, -5.52)
H (-4.79, -2.63, -3.88)
H (-1.91, -2.38, -3.37)
H (-1.11, -1.47, -4.57)
H (-1.27, -3.31, -4.63)
C (-2.93, 2.28, -3.90)
C (-2.05, 1.91, -2.73)
O (-2.30, 0.97, -2.04)
C (-0.81, 2.66, -2.50)
H (-2.39, 2.64, -4.78)
H (-3.60, 3.05, -3.51)
H (-3.49, 1.45, -4.34)
H (-0.90, 3.66, -2.90)
H (0.04, 2.22, -3.04)
H (-0.65, 2.60, -1.42)
C (3.52, -3.80, 2.39)
C (3.76, -3.54, 0.90)
O (3.20, -2.66, 0.31)
C (4.76, -4.38, 0.16)
H (4.51, -3.85, 2.85)
H (2.97, -4.73, 2.52)
H (2.91, -3.03, 2.86)
H (4.15, -4.74, -0.67)
H (4.92, -5.26, 0.79)
H (5.61, -3.92, -0.35)
C (0.63, -0.59, 6.39)
C (0.17, -1.63, 5.48)
N (-0.12, -2.41, 4.68)
H (0.68, 0.39, 5.90)
H (1.63, -0.80, 6.76)
H (0.07, -0.71, 7.32)

ORCA calculation (the ωB97M-V functional and the def2-TZVPD basis) on a molecular structure, C26H40Cl3N4O3SiTi at a distorted geometry.

Its energy above the lowest of the compared OMol25 structures with the same formula, charge and spin is 186.1 kcal per mole. Its total charge is -1. Its multiplicity is 3. The HOMO energy (alpha / beta) comes out at -0.066 / -0.119 hartree. The molar mass is 638.94 g/mol.

CARTESIAN COORDINATES (ANGSTROEM)
C (-1.96, -2.46, -4.43)
C (-1.27, -2.40, -3.07)
H (-2.35, -3.48, -4.56)
H (-1.24, -2.27, -5.23)
H (-2.80, -1.78, -4.55)
C (-0.31, -3.38, -2.83)
C (0.21, -4.35, -3.87)
H (0.29, -3.40, -1.90)
H (0.97, -3.86, -4.54)
H (-0.56, -4.84, -4.54)
H (0.70, -5.21, -3.36)
Ti (-0.26, 2.29, 1.47)
Cl (-2.41, 2.87, 1.22)
Cl (0.99, 3.64, 0.17)
H (1.88, 6.50, 4.52)
H (-0.32, 7.29, 4.62)
C (1.66, 5.51, 4.08)
C (-0.54, 6.70, 3.72)
N (0.23, 5.46, 3.73)
H (1.94, 4.71, 4.81)
C (-0.31, 4.32, 3.30)
O (0.42, 3.31, 3.02)
H (-1.60, 6.40, 3.68)
H (-1.38, 4.38, 3.09)
H (2.32, 5.35, 3.19)
H (-0.32, 7.25, 2.79)
H (1.90, -0.60, -2.33)
H (2.38, -3.34, -1.54)
C (2.92, -0.60, -1.89)
C (3.17, -2.90, -0.93)
N (2.94, -1.47, -0.71)
H (3.24, 0.40, -1.56)
C (2.92, -0.94, 0.55)
O (3.15, 0.22, 0.88)
H (3.24, -3.39, 0.07)
H (2.62, -1.69, 1.33)
H (3.60, -1.01, -2.64)
H (4.10, -3.06, -1.47)
O (-0.86, -0.90, -2.46)
C (-1.90, -1.67, -1.84)
C (-0.34, -2.21, -0.02)
C (-1.65, -2.24, -0.48)
H (0.39, -1.62, -0.58)
C (0.08, -3.01, 1.02)
H (-2.90, -1.22, -2.04)
C (-2.64, -2.83, 0.34)
H (1.13, -3.11, 1.25)
C (-0.87, -3.73, 1.75)
C (-2.23, -3.61, 1.42)
H (-3.67, -2.71, 0.07)
H (-0.57, -4.38, 2.55)
H (-3.00, -4.12, 2.02)
Si (-0.78, 1.43, -3.01)
Cl (-0.03, 0.58, 0.15)
C (0.91, 1.87, -3.74)
C (-1.53, 3.05, -2.27)
C (-2.17, 0.69, -3.88)
H (1.64, 1.03, -3.66)
H (1.41, 2.77, -3.31)
H (0.78, 2.09, -4.82)
H (-1.84, -0.07, -4.59)
H (-2.70, 1.49, -4.44)
H (-2.85, 0.25, -3.13)
H (-2.51, 2.84, -1.76)
H (-1.78, 3.78, -3.09)
H (-0.91, 3.59, -1.55)
N (3.00, -1.51, 5.71)
C (2.06, -1.22, 5.06)
C (0.91, -0.85, 4.27)
C (-0.35, -1.41, 4.47)
C (-1.41, -1.09, 3.65)
C (-1.20, -0.08, 2.72)
N (-0.08, 0.69, 2.79)
C (1.05, 0.17, 3.32)
H (-0.47, -2.13, 5.26)
H (-2.39, -1.56, 3.65)
H (-1.91, 0.17, 1.92)
H (2.01, 0.63, 3.02)

ORCA calculation (the ωB97M-V functional and the def2-TZVPD basis) on a molecular structure, C15H26F6NO3P2Zr at a distorted geometry.

Its energy above the lowest of the compared OMol25 structures with the same formula, charge and spin is 7.0 kcal per mole. Its total charge is +3. The HOMO energy (alpha / beta) comes out at -0.682 / -0.682 hartree. The molar mass is 535.54 g/mol.

CARTESIAN COORDINATES (ANGSTROEM)
Zr (-0.06, -0.35, 0.00)
P (-2.54, 0.32, -0.69)
C (-2.35, 1.08, -2.37)
C (-0.89, 1.22, -2.80)
N (0.20, 0.91, -2.03)
C (1.43, 1.39, -2.40)
C (1.61, 2.13, -3.55)
C (0.52, 2.37, -4.37)
C (-0.73, 1.94, -3.98)
C (2.70, 1.16, -1.60)
P (2.59, -0.37, -0.55)
H (-1.62, 2.17, -4.55)
H (2.62, 2.46, -3.78)
H (0.64, 2.99, -5.24)
H (3.58, 1.03, -2.25)
H (2.99, 1.99, -0.92)
H (-3.07, 0.60, -3.07)
H (-2.75, 2.13, -2.30)
H (-1.55, -3.51, -3.36)
O (-2.04, -3.60, -4.18)
H (-1.69, -2.82, -4.70)
H (-1.00, -1.30, 1.46)
O (0.17, -2.25, -0.30)
H (0.26, -3.21, -0.40)
C (3.17, -1.69, -1.67)
H (4.17, -1.49, -2.09)
H (3.23, -2.62, -1.07)
H (2.45, -1.86, -2.48)
C (3.91, -0.24, 0.65)
H (4.00, -1.22, 1.13)
H (4.87, 0.03, 0.20)
H (3.62, 0.51, 1.39)
C (-3.48, 1.80, -0.21)
H (-4.35, 1.92, -0.86)
H (-3.78, 1.71, 0.83)
H (-2.83, 2.66, -0.37)
C (-3.86, -0.94, -0.83)
H (-4.10, -1.23, 0.20)
H (-4.77, -0.55, -1.30)
H (-3.53, -1.83, -1.37)
C (-1.14, 0.03, 3.71)
C (-0.12, 0.88, 3.01)
O (0.07, 0.77, 1.64)
C (-0.56, 2.36, 3.22)
F (-0.72, 2.68, 4.54)
F (0.29, 3.23, 2.66)
F (-1.78, 2.54, 2.60)
C (1.27, 0.65, 3.67)
F (1.26, 0.81, 5.02)
F (1.65, -0.65, 3.40)
F (2.25, 1.43, 3.15)
H (-2.14, 0.37, 3.43)
H (-0.98, 0.15, 4.79)
H (-1.00, -1.02, 3.41)

ORCA calculation (the ωB97M-V functional and the def2-TZVPD basis) on a molecular structure, C2H8NO2P at a distorted geometry.

Its energy above the lowest of the compared OMol25 structures with the same formula, charge and spin is 65.8 kcal per mole. Its total charge is 0. The HOMO energy comes out at -0.299 hartree. The molar mass is 109.06 g/mol.

CARTESIAN COORDINATES (ANGSTROEM)
C (0.74, 0.55, 1.62)
C (1.07, 1.12, 0.28)
N (0.27, 1.10, -0.68)
O (-0.45, -1.75, 0.00)
O (-1.97, -0.35, -1.33)
P (-0.51, -1.02, -1.45)
H (-0.18, 0.74, 2.29)
H (1.71, 0.73, 2.28)
H (0.74, -0.53, 1.43)
H (2.09, 1.37, 0.10)
H (0.74, 1.45, -1.61)
H (-1.88, 0.65, -1.24)
H (-1.43, -1.85, 0.34)
H (-0.95, -2.20, -2.02)

ORCA calculation (the ωB97M-V functional and the def2-TZVPD basis) on a molecular structure, C23H39Cl2LaN6O3 at a distorted geometry.

Its energy above the lowest of the compared OMol25 structures with the same formula, charge and spin is 0.0 kcal per mole. Its total charge is 0. The HOMO energy comes out at -0.186 hartree. The molar mass is 657.42 g/mol.

CARTESIAN COORDINATES (ANGSTROEM)
O (1.50, 1.71, -2.30)
C (1.23, 1.74, -3.52)
C (1.96, 2.58, -4.48)
C (2.59, 3.76, -4.02)
H (2.54, 3.98, -2.95)
C (3.24, 4.59, -4.93)
H (3.67, 5.53, -4.57)
C (3.31, 4.24, -6.29)
H (3.84, 4.88, -6.99)
C (2.72, 3.04, -6.74)
H (2.78, 2.78, -7.80)
C (2.06, 2.22, -5.83)
H (1.61, 1.28, -6.14)
H (0.50, 1.02, -3.91)
C (-2.16, 1.38, -3.15)
C (-1.71, 0.36, -2.21)
H (-3.12, 1.13, -3.63)
H (-1.43, 1.49, -3.96)
H (-2.27, 2.37, -2.66)
C (-2.28, -0.64, -1.56)
C (-3.78, -0.88, -1.40)
H (-1.71, -1.43, -1.05)
H (-4.34, -0.42, -2.22)
H (-4.15, -0.48, -0.45)
H (-3.98, -1.96, -1.39)
La (0.76, 0.28, -0.56)
Cl (0.11, 2.83, 0.30)
Cl (1.51, -1.32, -2.85)
C (-1.60, 0.65, 1.94)
O (-0.79, -0.12, 1.35)
N (-2.18, 0.34, 3.09)
C (-1.88, -0.92, 3.76)
C (-3.15, 1.21, 3.74)
H (-1.82, 1.64, 1.53)
H (-1.15, -1.48, 3.18)
H (-2.80, -1.51, 3.88)
H (-1.49, -0.73, 4.77)
H (-3.31, 2.06, 3.09)
H (-2.78, 1.55, 4.71)
H (-4.09, 0.68, 3.91)
H (0.55, -5.64, 0.97)
H (2.50, -5.99, -0.68)
C (0.12, -4.95, 0.24)
C (2.03, -5.25, -1.34)
N (1.20, -4.34, -0.55)
H (-0.46, -4.17, 0.74)
C (1.49, -3.06, -0.46)
O (0.79, -2.20, 0.15)
H (2.80, -4.64, -1.84)
H (2.40, -2.74, -1.00)
H (-0.52, -5.53, -0.42)
H (1.43, -5.78, -2.08)
C (2.48, 1.46, 2.33)
N (2.57, 0.27, 1.43)
C (2.54, -0.94, 2.30)
N (3.63, -0.95, 3.29)
C (3.50, 0.26, 4.13)
N (3.57, 1.50, 3.32)
C (4.86, 1.50, 2.59)
N (5.02, 0.32, 1.71)
C (3.90, 0.30, 0.74)
C (4.92, -0.89, 2.56)
H (1.52, 1.42, 2.86)
H (2.51, 2.37, 1.71)
H (2.64, -1.83, 1.67)
H (1.58, -0.96, 2.83)
H (4.31, 0.27, 4.87)
H (2.52, 0.22, 4.64)
H (4.91, 2.41, 1.97)
H (5.68, 1.49, 3.33)
H (3.99, -0.60, 0.11)
H (3.95, 1.21, 0.12)
H (5.74, -0.86, 3.30)
H (5.01, -1.78, 1.92)

Number 1: E -6937.58064 a.u.. Number 2: E -232.21821 a.u.. Number 3: E -381.11159 a.u.. Number 4: E -4248.77368 a.u.. Number 5: E -3979.02304 a.u.. Number 6: E -2195.49250 a.u.. Number 7: E -627.55117 a.u.. Number 8: E -2406.12075 a.u..